Density functional theory data (the ωB97M-V functional and the def2-TZVPD basis) for C6H17N3 in the gas phase.

Structure (XYZ):
```
26
Properties=species:S:1:pos:R:3:lowdin_charge:R:1
C -1.77168 1.83240 -0.59556 -0.076
C -0.77718 1.54263 0.52600 -0.444
C -0.17541 2.85236 1.03428 -0.086
C 0.34721 0.60652 0.06822 -0.145
C -0.11945 -0.81412 -0.28895 -0.423
N -0.69602 -1.55599 0.82888 0.070
N 0.98362 -1.53958 -0.90512 -0.265
C 1.96646 -2.06770 0.02688 -0.102
N 0.45417 -2.54121 -1.75969 0.021
H -2.52220 2.54393 -0.25726 0.076
H -2.28332 0.92866 -0.91581 0.067
H -1.25671 2.25716 -1.45408 0.084
H -1.31548 1.07085 1.35769 0.125
H 0.51310 2.67077 1.85700 0.074
H -0.95747 3.52204 1.38531 0.074
H 0.36964 3.35013 0.23527 0.080
H 0.83953 1.02593 -0.80965 0.123
H 1.08939 0.54103 0.86819 0.105
H -0.87699 -0.76439 -1.07612 0.130
H -0.16395 -1.38790 1.67670 0.073
H -1.64994 -1.26364 0.99582 0.069
H 2.33930 -1.26317 0.65551 0.072
H 2.80311 -2.46748 -0.54873 0.079
H 1.56020 -2.86732 0.66286 0.075
H 1.20886 -2.88008 -2.34997 0.074
H 0.09117 -3.33186 -1.21767 0.072
```

F_max ... 0.52 eV/Å
Energy above the lowest of the compared OMol25 structures with the same formula, charge and spin ... 19.8 kcal per mole
LUMO energy ... 1.0 eV